Entry 1:
DFT (wB97M-V/def2-TZVPD) results for a molecular structure, C4H8N2S2 in a non-equilibrium geometry.

The energy is -1063.029062 Eh. The energy above the lowest of the compared OMol25 structures with the same formula, charge and spin comes out at 41.83 kcal per mole. Its charge is 0. The lowest unoccupied orbital energy (alpha / beta) is -0.21 / -0.21 eV.

Geometry (Å):
C -1.45640 -0.56864 0.58202
C -0.63666 1.45897 -1.26471
C 0.40420 0.94272 -0.14508
C -0.09129 -0.36068 0.51249
N -2.58870 -0.68401 0.65557
N 0.51286 -0.74033 1.71988
S -0.73574 -3.63763 -0.01056
S 0.33727 -2.21250 -0.87440
H -0.36911 2.40925 -1.56585
H -1.53501 1.46258 -0.71770
H -0.57438 0.72946 -2.07104
H 1.41244 0.67278 -0.63091
H 0.52378 1.65651 0.70555
H -0.19295 -1.28171 2.25960
H 1.43217 -0.62201 1.99910
H -2.13404 -3.56742 -0.29280

Cartesian forces, eV/Å:
-1.3 0.2 -0.2
2.4 -2.7 2.1
0.4 -0.7 -1.4
3.8 -1.0 0.0
-1.2 -0.3 0.1
-4.5 -0.4 -0.3
-1.3 -0.8 0.9
-0.6 2.0 -0.2
0.5 1.9 -0.8
-1.6 0.1 -0.1
-0.5 0.2 -0.1
-1.3 0.8 0.9
0.1 -0.4 -0.8
1.8 0.4 0.0
1.7 0.2 0.2
1.6 0.5 -0.3


Entry 2:
DFT (wB97M-V/def2-TZVPD) results for 3 unconnected molecules or ions with the total composition C22H31Cl4F3N2O2.

The energy is -3256.672729 Eh. Its charge is +2. The lowest unoccupied orbital energy is -7.36 eV.

Geometry (Å):
C -6.95007 -0.80098 -4.00819
C -6.34298 -1.32456 -5.31479
C -5.58129 -0.27080 -6.11019
C -4.34224 0.22751 -5.40295
O -3.41782 -0.89122 -5.23734
N -2.66478 -0.78833 -4.10187
C -1.79938 0.22773 -3.96625
C -1.02408 0.30946 -2.82319
C -1.14432 -0.66687 -1.83023
C -0.31735 -0.53670 -0.59922
C -0.94407 -0.53601 0.64186
C -0.16760 -0.37078 1.77991
N 1.16018 -0.21160 1.69004
C 1.93454 0.04296 2.92732
C 1.91460 1.54616 3.25485
O 0.68191 2.12824 2.89846
C 0.71042 2.87108 1.70081
C -0.60613 3.61093 1.53189
F -1.59667 2.98714 2.15013
F -0.55160 4.85781 1.94748
F -0.90845 3.63316 0.21400
C 1.77812 -0.24037 0.50065
C 1.06681 -0.40637 -0.67765
C -2.04260 -1.70870 -2.01967
C -2.79764 -1.74493 -3.18283
H -7.66731 -0.02215 -4.24935
H -7.48594 -1.61863 -3.54023
H -6.20850 -0.41775 -3.31047
H -7.18269 -1.64304 -5.92727
H -5.74437 -2.21483 -5.14067
H -5.33058 -0.62583 -7.10542
H -6.20951 0.60767 -6.24839
H -4.62822 0.60710 -4.42569
H -3.87461 1.02207 -5.97773
H -1.71188 0.95785 -4.75077
H -0.34396 1.13496 -2.70208
H -2.01003 -0.64723 0.74155
H -0.63080 -0.35125 2.75100
H 2.95541 -0.27584 2.76085
H 1.50194 -0.54631 3.72451
H 2.01000 1.61604 4.33535
H 2.77564 2.06153 2.83305
H 1.54491 3.56753 1.64684
H 0.77490 2.20399 0.83822
H 2.84959 -0.13295 0.48812
H 1.58269 -0.43581 -1.62087
H -2.16105 -2.48195 -1.27990
H -3.49458 -2.54410 -3.37300
Cl 6.34666 3.24844 3.83079
C 5.07095 2.93220 5.02835
C 5.26681 1.61865 5.73877
Cl 5.05466 0.21630 4.64202
H 4.11542 2.96399 4.51002
H 5.09719 3.74295 5.75424
H 4.53423 1.51386 6.53697
H 6.26158 1.54095 6.16779
Cl 4.15782 -4.89142 4.09296
C 5.36492 -4.40503 2.87909
C 5.21384 -2.95790 2.49650
Cl 3.69274 -2.65878 1.59296
H 5.26032 -5.06037 2.01822
H 6.34908 -4.55875 3.31750
H 6.03040 -2.65120 1.84606
H 5.19679 -2.31101 3.36909

Cartesian forces, eV/Å:
0.2 -0.3 -0.6
-0.5 0.3 0.0
0.2 -0.3 0.2
-0.7 0.4 -0.2
0.2 -0.3 0.2
0.1 0.3 -0.2
0.5 0.1 0.6
-0.4 -0.4 -0.2
0.2 0.3 -0.2
-0.3 -0.2 -0.1
0.7 0.1 0.3
-0.6 0.0 -0.6
0.0 -0.3 0.1
0.2 0.4 -0.3
-0.1 -0.2 0.4
0.1 0.4 0.1
0.0 -0.5 -0.1
0.3 -0.1 -0.3
-0.4 -0.3 0.2
0.0 0.5 0.3
0.0 0.1 -0.2
-0.1 -0.1 -0.7
-0.2 0.1 0.8
0.0 0.3 -0.4
0.2 -0.4 0.7
-0.1 0.2 0.2
-0.1 0.0 0.3
0.0 0.1 0.2
0.0 -0.2 -0.2
0.2 -0.1 0.0
0.1 -0.1 -0.1
-0.1 0.1 0.0
0.2 0.0 0.3
0.3 0.0 0.0
-0.3 0.0 -0.3
0.1 0.2 -0.1
-0.2 0.0 0.0
0.2 0.1 0.3
0.1 -0.2 0.0
-0.1 -0.1 0.0
0.0 0.1 0.1
0.0 0.1 -0.3
0.0 0.2 0.1
0.1 0.0 -0.1
0.1 0.0 0.2
0.2 0.0 -0.1
-0.1 -0.2 0.0
-0.2 0.1 -0.3
0.0 0.0 -0.1
0.0 0.0 0.0
0.0 0.1 0.2
-0.1 0.0 -0.1
0.0 0.0 0.0
0.0 0.0 0.0
0.0 0.0 0.0
0.0 0.0 -0.1
0.0 0.0 0.0
-0.1 -0.1 0.0
0.4 0.1 0.1
-0.1 0.0 -0.1
0.0 0.0 0.0
0.0 0.1 0.0
0.0 0.0 -0.1
0.0 0.0 0.0